Record 1
ORCA calculation (the ωB97M-V functional and the def2-TZVPD basis) on a molecular structure, C4H11N3O2.

**Energy**: -473.784573 Ha
**Relative energy (zero: lowest compared OMol25 entry of this formula, charge and spin)**: 11.4 kcal/mol
**LUMO energy**: 0.55 eV
**Gap between HOMO and LUMO**: 9.690 eV
**HOMO**: -0.3358 hartree

Last column: natural (NBO) charge in e.
Element x y z (Å)
H 0.288 0.140 -0.602  0.480
N -2.493 -1.659 0.787  -0.799
H 4.031 1.366 -0.406  0.230
H -2.053 -1.247 -1.930  0.180
C 3.165 2.007 -0.361  -0.723
N -0.836 -0.503 -0.389  -0.587
H -1.237 0.149 -2.275  0.219
C -1.795 -0.317 -1.477  -0.449
H -2.566 -2.340 1.527  0.390
H -0.485 -1.669 2.526  0.396
H 0.186 -0.320 1.794  0.445
H -2.890 -1.989 -0.078  0.394
N -0.595 -0.962 1.815  -0.807
H 3.340 2.807 0.361  0.223
O 1.606 1.250 1.324  -0.705
C 1.963 1.236 0.153  0.807
H 2.887 2.288 -1.365  0.227
O 1.448 0.468 -0.750  -0.761
H -2.666 0.324 -1.357  0.202
C -1.299 -1.028 0.701  0.639

---

Record 2
ORCA calculation (the ωB97M-V functional and the def2-TZVPD basis) on a single C4H5N molecule.

**Energy**: -210.109125 Ha
**Relative energy (zero: lowest compared OMol25 entry of this formula, charge and spin)**: 34.3 kcal/mol
**SMILES**: c1cc[nH]c1
**LUMO energy**: 1.00 eV
**Gap between HOMO and LUMO**: 9.288 eV
**HOMO**: -0.3047 hartree

Last column: natural (NBO) charge in e.
Element x y z (Å)
C -0.591 -0.973 0.503  -0.038
H -0.351 2.153 -0.536  0.217
H 1.284 -1.662 -0.190  0.411
H -1.230 1.035 1.223  0.248
H -0.908 -1.945 0.883  0.211
C 0.845 0.334 -0.636  -0.096
H 1.734 0.584 -1.175  0.209
C -0.236 1.092 -0.343  -0.262
N 0.598 -0.928 -0.164  -0.496
C -1.146 0.310 0.435  -0.403

---

Record 3
ORCA calculation (the ωB97M-V functional and the def2-TZVPD basis) on 3 unconnected molecules or ions with the total composition C4H16NO3.

**Spin multiplicity**: 2
**Energy**: -441.730472 Ha
**Relative energy (zero: lowest compared OMol25 entry of this formula, charge and spin)**: 32.8 kcal/mol
**LUMO energy (spin up / spin down)**: -7.22 / -14.12 eV
**Gap between HOMO and LUMO (spin up / spin down)**: 11.207 / 4.313 eV
**HOMO (spin up / spin down)**: -0.6773 / -0.6772 hartree
**Charge**: +2

Last column: natural (NBO) charge in e.
Element x y z (Å)
H -0.289 0.025 1.161  0.462
H 0.972 -1.038 1.097  0.495
H 2.500 1.240 -0.161  0.275
C -0.391 0.314 -1.705  -0.394
H 0.240 -1.311 -3.146  0.322
H 1.461 -0.576 -1.069  0.234
H -1.875 2.076 1.354  0.472
C -0.674 -0.883 -2.671  -0.105
H 1.000 1.729 0.772  0.266
H 0.509 -0.234 3.489  0.492
H 1.194 2.217 -0.834  0.252
H -0.021 1.105 -2.351  0.311
C 0.735 0.098 -0.665  -0.047
H 1.803 -0.980 3.818  0.516
H -1.338 -0.605 -3.486  0.258
H -1.302 2.909 2.499  0.514
O -1.231 2.045 2.070  -0.976
H -1.286 0.718 -1.221  0.259
H -0.435 -1.403 0.282  0.426
C 1.418 1.374 -0.178  -0.654
N 0.186 -0.647 0.564  -0.688
O 1.262 -0.677 3.078  -0.994
O -1.230 -1.923 -1.930  -0.246
H -2.178 -2.063 -2.183  0.550

---

Record 4
ORCA calculation (the ωB97M-V functional and the def2-TZVPD basis) on a molecular structure, C7H22AgO7.

**Energy**: -953.267488 Ha
**Relative energy (zero: lowest compared OMol25 entry of this formula, charge and spin)**: 0.0 kcal/mol
**LUMO energy**: -2.60 eV
**Gap between HOMO and LUMO**: 10.314 eV
**HOMO**: -0.4747 hartree
**Charge**: +1

Last column: natural (NBO) charge in e.
Element x y z (Å)
H 1.003 -1.025 -1.893  0.178
C 2.815 0.430 2.624  -0.098
H -0.593 1.348 -3.012  0.177
C -0.700 2.195 -2.324  -0.089
H 3.215 1.072 3.415  0.192
H 1.580 -0.425 3.915  0.493
H 3.552 -0.359 2.445  0.178
C -0.974 -1.882 -1.889  -0.088
O -1.622 -1.165 2.376  -0.764
H -2.608 4.258 -1.369  0.475
H -2.620 -1.454 -1.033  0.490
O 0.781 -2.243 -0.239  -0.763
H -1.275 -3.181 1.921  0.181
O -1.997 4.228 -2.108  -0.714
C 0.519 -1.968 -1.617  -0.099
H 3.117 0.118 -0.166  0.490
H -0.807 2.421 -0.406  0.474
Ag -0.073 -0.252 0.805  0.906
H 1.620 1.765 1.529  0.188
H -2.794 2.313 -2.219  0.173
H -2.115 2.924 -3.716  0.189
O 2.288 0.331 0.272  -0.764
H -2.528 -1.232 2.059  0.487
O -0.654 1.674 -0.995  -0.753
H -0.149 -2.415 3.037  0.190
H 0.189 2.805 -2.518  0.185
C -1.196 -2.477 2.754  -0.256
O 1.555 -0.141 2.996  -0.754
C -1.975 2.912 -2.632  -0.101
H 0.885 -2.766 -2.263  0.197
H 1.637 -2.668 -0.153  0.497
H -1.782 -2.852 3.595  0.186
H 3.342 1.916 1.130  0.199
H -1.090 -1.333 -2.828  0.182
H -1.386 -2.887 -2.005  0.181
C 2.549 1.212 1.380  -0.094
O -1.710 -1.196 -0.865  -0.750

---

Q: What is the formula in the first record?
A: C4H11N3O2